No. 1
Formula: C2H6BrPS
Source: OMol25
Level of theory: ωB97M-V/def2-TZVPD

ΔE to the lowest compared entry with this formula, charge and spin in eV: 0.1318
Spin multiplicity: 1
E_tot in hartree: -3393.37128
Structure (SMILES): CP(C)(=S)Br

Geometry as XYZ:
```
11
C2H6BrPS ωB97M-V/def2-TZVPD
C 0.2567 0.0847 1.5844
P -0.5136 0.4223 -0.0255
C 0.5143 -0.4771 -1.5808
S -1.0423 2.2802 -0.0669
Br -2.3113 -1.0032 -0.0015
H -0.5536 -0.2162 2.2024
H 0.9897 -0.6383 1.5302
H 0.7890 0.9675 1.9208
H 0.7751 -1.3832 -1.1988
H -0.1644 -0.3833 -2.4384
H 1.2605 0.3466 -1.9259
```

No. 2
Formula: C2H6Cl2NO3PS
Source: OMol25
Level of theory: ωB97M-V/def2-TZVPD

ΔE to the lowest compared entry with this formula, charge and spin in eV: 0.0000
Spin multiplicity: 1
E_tot in hartree: -2020.27126

Geometry as XYZ:
```
16
C2H6Cl2NO3PS ωB97M-V/def2-TZVPD
C -0.5573 0.8047 1.6664
C 1.5112 -1.3718 -0.9109
N -0.0489 0.4402 0.3152
O -0.1454 0.7370 -2.2815
O -1.1616 -1.5964 -0.6412
O 0.2394 -1.7825 1.3596
P -0.6099 1.2262 -1.0165
S 0.0267 -1.2507 0.0682
Cl -0.0587 3.0774 -0.6534
Cl -2.5646 1.2196 -0.8311
H -0.6808 -0.0875 2.3080
H 0.2493 1.4553 2.3199
H -1.4865 1.3311 1.5269
H 2.0595 -0.5266 -0.6685
H 2.0604 -2.2981 -0.6168
H 1.1671 -1.3780 -1.9445
```

No. 3
Formula: C2H6Cl2Si
Source: OMol25
Level of theory: ωB97M-V/def2-TZVPD

ΔE to the lowest compared entry with this formula, charge and spin in eV: 2.6759
Spin multiplicity: 1
E_tot in hartree: -1289.64760

Geometry as XYZ:
```
11
C2H6Cl2Si ωB97M-V/def2-TZVPD
C 0.7126 1.2977 1.3085
C -0.5830 1.0512 1.4512
Si 0.1232 -1.4187 -1.6970
Cl 0.7198 0.3507 -2.4884
Cl -0.3100 -2.5890 -3.1391
H 1.2803 0.4221 1.3522
H 1.1533 2.2789 1.4358
H -1.3198 -1.0169 -0.4896
H -0.9918 0.1480 1.5765
H -1.4698 1.7788 1.4453
H 0.6851 -2.3028 -0.7553
```

| no. | LUMO (eV) |
| --- | --- |
| 1 | 0.278 |
| 2 | 0.492 |
| 3 | 0.645 |